No. 1
{
  "formula": "C3H3NO3",
  "method": "ωB97M-V with the def2-TZVPD basis set",
  "elements": ["O", "C", "O", "C", "N", "C", "O", "H", "H", "H"],
  "xyz": [[2.112785, -0.653728, 2.032990], [1.144297, -0.812237, 1.354589], [0.619736, 0.187537, 0.606672], [-0.504472, -0.106231, -0.179048], [-1.260046, 1.048421, -0.654819], [-0.465953, 0.426772, -1.558914], [-0.016795, 0.471775, -2.664146], [0.589080, -1.761083, 1.267875], [-1.091010, -0.953251, 0.173375], [-1.237750, 1.997129, -0.298251]],
  "atomic_forces_ev_per_a": [[-0.48, -0.05, -0.34], [0.38, -0.02, 0.29], [0.08, 0.08, 0.05], [-0.04, -0.28, 0.01], [0.04, 0.11, -0.11], [0.07, 0.09, -0.26], [-0.18, -0.01, 0.40], [0.04, 0.05, 0.02], [0.09, 0.07, -0.02], [0.01, -0.04, -0.04]],
  "max_force_ev_per_a": 0.6,
  "smiles": "O=CO[C@H]1NC1=O",
  "charge": 0,
  "orbital_gap_ev": 10.84
}

---

No. 2
{
  "formula": "C3H3NO3",
  "method": "ωB97M-V with the def2-TZVPD basis set",
  "elements": ["H", "N", "C", "C", "O", "O", "C", "O", "H", "H"],
  "xyz": [[-2.079974, -0.496253, -1.146517], [-1.103729, -0.582321, -1.430664], [-0.316425, 0.008353, -0.650394], [1.163282, -0.031460, -0.938541], [1.969718, 0.611398, -0.319396], [-0.683981, 0.780098, 0.447287], [-0.229155, 0.268595, 1.627756], [0.220587, -0.835203, 1.736877], [1.413970, -0.699186, -1.780859], [-0.354292, 0.975977, 2.454450]],
  "atomic_forces_ev_per_a": [[0.05, 0.05, 0.03], [0.19, 0.31, 0.33], [-0.21, -0.21, -0.28], [0.36, 0.21, 0.17], [-0.39, -0.29, -0.30], [0.02, -0.18, 0.09], [0.23, -0.57, 0.13], [-0.19, 0.48, -0.02], [0.03, 0.09, 0.08], [-0.09, 0.10, -0.23]],
  "max_force_ev_per_a": 0.6,
  "smiles": "[H]/N=C(/C=O)OC=O",
  "charge": 0,
  "orbital_gap_ev": 10.41
}